C15H30FNOP2Ru | wB97M-V/def2-TZVPD

Last column: Löwdin spin population.
Atoms and positions in Å:
1 Ru -0.7651 0.7459 -0.3942  1.51
2 P 1.6247 -0.2804 -0.4253  0.06
3 P -1.8160 0.0025 1.7094  0.11
4 N -1.5320 0.2488 -1.9191  0.62
5 H 2.6133 -0.2623 2.1425  0.07
6 C 2.2689 -1.9547 -0.6761  0.01
7 H 3.3105 -1.6911 -0.9372  0.00
8 H 1.8197 -2.4043 -1.5720  0.00
9 H 2.2077 -2.6229 0.1772  0.00
10 C 3.1506 0.5954 0.0382  0.01
11 H 3.8499 0.0922 -0.6563  0.00
12 H 3.4389 0.5045 1.0758  0.01
13 H 3.0825 1.6505 -0.2314  0.00
14 C 2.0393 0.0690 -2.1839  0.01
15 H 3.1507 -0.0784 -2.1062  0.00
16 H 1.7711 1.0807 -2.4821  0.00
17 H 1.6232 -0.6737 -2.8682  0.00
18 C -3.4181 -0.8819 1.8204  0.00
19 H -4.2712 -0.1909 1.7263  0.00
20 H -3.4581 -1.3608 2.8088  0.00
21 H -3.5005 -1.6547 1.0446  0.00
22 C -1.6560 0.9795 3.2521  0.03
23 H -2.6796 1.0696 3.6666  0.01
24 H -1.2302 1.9915 3.0933  0.00
25 H -1.0509 0.3854 3.9634  0.00
26 C -2.3871 1.2770 0.4277  0.10
27 H -2.9733 1.9467 1.0596  0.00
28 H -2.9541 0.8132 -0.3891  0.02
29 H -1.4459 1.9100 0.0082  0.06
30 C -1.6058 0.3022 -3.2374  0.09
31 C -2.2692 -0.7449 -5.2099  0.00
32 C -1.7387 -0.8897 -3.9782  0.09
33 C -1.5120 1.5667 -3.8225  0.09
34 C -2.0474 1.6908 -5.0561  0.00
35 C -2.4538 0.5450 -5.7760  0.10
36 H -2.5975 -1.5973 -5.8297  0.00
37 H -1.5877 -1.8326 -3.4706  0.01
38 H -1.1827 2.3846 -3.1867  0.01
39 H -2.1899 2.6848 -5.5123  0.00
40 H -2.9124 0.6698 -6.8172  0.01
41 C 1.9536 -0.1579 3.1750  0.30
42 O 1.6278 0.7051 2.2241  0.48
43 C 2.5474 -1.6521 3.4359  0.06
44 H 2.6174 -1.6666 4.6136  0.01
45 H 3.6405 -1.9270 3.0557  0.02
46 H 1.8119 -2.4611 3.0715  0.01
47 C 1.9508 0.4857 4.5718  0.03
48 H 1.1769 0.0170 5.2024  0.01
49 H 1.7468 1.5257 4.4606  0.00
50 H 2.9903 0.3116 4.9207  0.01
51 F -0.7793 -1.2655 1.9921  0.03

## Properties
maximum force	0.2088	hartree/bohr
LUMO level (spin up / spin down)	0.4 / -0.1	eV
expectation value of S²	6.046
multiplicity	5
net charge	0
HOMO-LUMO gap (spin up / spin down)	6.5 / 6.4	eV